[1]
A molecular structure, C18H27BaN2O4P2S2, computed with ωB97M-V with the def2-TZVPD basis set.

Last column: Mulliken charge in e.
Positions of all 56 atoms, in Å:
1 Ba -1.36500 -0.95210 1.80777  1.649
2 P -1.56382 1.19631 -1.84901  0.703
3 C -1.58958 0.28864 -3.38423  -0.979
4 C -0.68413 -0.81253 -3.43334  0.809
5 N 0.02662 -1.14030 -2.31185  -0.165
6 C 1.11840 -1.88961 -2.39880  0.455
7 C 1.48884 -2.44820 -3.61326  -0.655
8 C 0.67061 -2.31813 -4.72374  -0.557
9 C -0.46962 -1.54543 -4.63463  -0.915
10 C 2.07740 -2.17508 -1.23419  -1.012
11 P 1.41726 -2.20530 0.46375  0.572
12 H -1.10246 -1.33056 -5.47459  0.451
13 H 2.39158 -3.04239 -3.64132  0.402
14 H 0.94430 -2.81235 -5.63671  0.435
15 H 2.56170 -3.15752 -1.43240  0.428
16 H 2.90863 -1.43817 -1.24049  0.433
17 H -3.95075 -2.75916 -1.12347  0.296
18 H -2.51373 0.13829 -3.94920  0.359
19 H -2.80255 -4.36145 2.90378  0.340
20 O -4.54262 -3.36104 -0.68542  -0.608
21 H -3.97938 -3.98701 -0.22104  0.313
22 H -0.26270 -0.40891 4.38529  0.168
23 O -2.21287 -4.39924 2.08431  -0.577
24 H -1.31915 -4.54510 2.51056  0.314
25 C 1.06308 -4.01128 0.60003  -1.117
26 H 1.98935 -4.59094 0.44759  0.386
27 H 0.68860 -4.23733 1.61101  0.190
28 H 0.31529 -4.30705 -0.14711  0.414
29 C 3.04897 -2.27473 1.32462  -1.273
30 H 2.89966 -2.05134 2.38961  0.298
31 H 3.52410 -3.26831 1.23458  0.366
32 H 3.73409 -1.52281 0.90504  0.389
33 C -0.84328 2.77121 -2.57587  -1.172
34 H -1.58289 3.08447 -3.34165  0.369
35 H -0.72961 3.56964 -1.80395  0.273
36 H 0.12125 2.52557 -3.04475  0.328
37 C -3.25671 1.84220 -1.48059  -1.101
38 H -3.18298 2.62296 -0.69535  0.311
39 H -3.62862 2.27996 -2.41329  0.392
40 H -3.93236 1.04833 -1.12058  0.321
41 O -2.59893 3.42317 2.64077  -0.645
42 S -1.35959 3.10447 1.97340  0.867
43 O -1.31687 3.16495 0.52847  -0.433
44 N -0.91007 1.51926 2.40486  -0.904
45 C 0.21423 1.49703 3.11191  0.298
46 S 0.88296 -0.09007 3.56881  -0.311
47 C 0.88637 2.76246 3.20128  0.569
48 C 2.23556 3.04066 3.51650  -0.522
49 C 2.74940 4.33550 3.44251  -0.626
50 C 1.94892 5.35395 2.93904  -0.522
51 C 0.64548 5.07601 2.47836  -0.598
52 C 0.11713 3.79485 2.66180  0.220
53 H 2.87720 2.22585 3.83255  0.362
54 H 3.77305 4.55625 3.74829  0.391
55 H 2.34332 6.36801 2.86485  0.380
56 H 0.03691 5.85342 2.02953  0.438

For the relative energy (zero: lowest compared OMol25 entry of this formula, charge and spin), the calculation gives 105.9 kcal per mole. The net charge is +1. As for the highest occupied orbital energy (spin up / spin down): -9.97 / -8.79 eV. For the largest force on an atom, the calculation gives 2.7 eV Å⁻¹.



[2]
A molecular structure, H26O13, computed with ωB97M-V with the def2-TZVPD basis set.

Last column: natural (NBO) charge in e.
Positions of all 39 atoms, in Å:
1 O -1.31629 0.46938 -2.61906  -0.959
2 H -1.41567 -0.56587 -2.59535  0.472
3 H -0.55006 0.54773 -2.08404  0.480
4 O -1.87649 2.35986 -0.69230  -1.017
5 H -1.46107 3.07034 -1.11104  0.464
6 H -1.83639 1.56363 -1.27397  0.479
7 O 2.29438 0.43180 3.33976  -0.938
8 H 2.27761 -0.40266 2.92527  0.471
9 H 3.13684 0.49249 3.67743  0.458
10 O 0.40235 -0.34805 -0.26730  -1.017
11 H 0.12308 0.50700 0.15257  0.487
12 H 0.69036 -0.92845 0.47324  0.494
13 O -1.22338 0.18525 2.66291  -0.965
14 H -1.77627 0.95536 2.80018  0.500
15 H -1.03130 -0.25984 3.40137  0.481
16 O -0.34882 3.68064 -1.41323  -0.918
17 H -0.00563 4.37669 -2.00402  0.493
18 H 0.15237 2.96615 -1.37952  0.494
19 O 1.38277 -2.34073 -2.02741  -0.968
20 H 1.40147 -1.76046 -2.82470  0.466
21 H 1.09250 -1.75491 -1.24856  0.490
22 O -2.21440 -1.63532 0.57212  -0.921
23 H -2.56493 -1.65978 1.45905  0.495
24 H -2.18161 -0.75060 0.41847  0.492
25 O -0.14188 -3.01425 1.59627  -1.012
26 H -0.99136 -2.41030 1.29210  0.495
27 H 0.01360 -3.45359 0.74443  0.482
28 O -1.40715 -2.42343 -2.09085  -0.925
29 H -1.79830 -1.93697 -1.34863  0.486
30 H -1.80193 -2.13010 -2.94730  0.464
31 O 2.27000 -1.69484 1.26046  -0.968
32 H 1.49031 -2.13378 1.46840  0.485
33 H 2.94722 -2.15712 1.68741  0.477
34 O 1.83572 2.03568 -1.88057  -0.965
35 H 2.28482 2.81398 -2.06677  0.469
36 H 2.28925 1.60541 -1.07583  0.508
37 O 0.19698 2.10304 1.11723  -0.992
38 H 0.01795 1.19508 1.50706  0.486
39 H -0.35669 2.40150 0.39470  0.494

For the relative energy (zero: lowest compared OMol25 entry of this formula, charge and spin), the calculation gives 110.3 kcal per mole. The net charge is 0. As for the highest occupied orbital energy: -10.13 eV. For the largest force on an atom, the calculation gives 8.7 eV Å⁻¹.



[3]
2 unconnected molecules or ions with the total composition C5H13N3O2, computed with ωB97M-V with the def2-TZVPD basis set.

Last column: natural (NBO) charge in e.
Positions of all 23 atoms, in Å:
1 C 0.52635 0.36691 3.29144  -0.233
2 N 0.10251 -0.84380 3.28844  0.356
3 O -0.73919 -1.49081 2.60654  -0.475
4 O 1.02301 -1.61619 4.09290  -0.585
5 H 1.33880 0.61433 3.93881  0.228
6 H -0.24372 1.01593 2.90065  0.222
7 H 0.51350 -2.38988 4.44538  0.487
8 C -2.21037 0.49835 -1.92469  -0.600
9 C -1.14219 -0.56229 -1.72781  -0.442
10 C 0.20225 -0.03379 -1.13378  0.442
11 N 0.93666 -0.90575 -0.47225  -0.827
12 N 0.50708 1.15438 -1.47195  -0.549
13 C 1.74836 1.77434 -1.17819  -0.427
14 H -2.63744 0.81614 -0.93394  0.193
15 H -2.98816 0.04807 -2.48870  0.203
16 H -1.79819 1.42951 -2.31080  0.240
17 H -1.51885 -1.33586 -1.09342  0.199
18 H -0.87783 -0.80309 -2.79209  0.222
19 H 0.39722 -1.72231 -0.27047  0.392
20 H 1.72367 -0.68881 0.28173  0.409
21 H 1.85570 2.57724 -1.87921  0.207
22 H 1.67241 2.13928 -0.09226  0.176
23 H 2.58027 0.98707 -1.22255  0.161

For the relative energy (zero: lowest compared OMol25 entry of this formula, charge and spin), the calculation gives 131.2 kcal per mole. The net charge is 0. Its SMILES is C=[N+]([O-])O.CC/C(N)=N/C. As for the highest occupied orbital energy: -8.48 eV. For the largest force on an atom, the calculation gives 4.9 eV Å⁻¹.